One molecule with the formula C5H13NO in a non-equilibrium geometry. Source: OMol25; level of theory: ωB97M-V/def2-TZVPD.

Last column: Löwdin charge in e.
Geometry (Å):
H -0.392 1.642 -0.798  0.099
H -2.543 -1.148 -1.388  0.119
H -0.183 1.847 0.843  0.112
H 0.309 -1.434 2.083  0.081
H 2.161 0.988 -0.905  0.072
H 2.263 1.712 0.638  0.066
H -1.035 -0.209 -1.944  0.114
C 1.656 1.699 -0.258  -0.100
C -1.474 -0.948 -1.288  -0.249
H -1.405 -1.496 0.614  0.112
H 0.865 -0.674 -0.193  0.135
C 0.398 -0.367 1.862  -0.050
H -1.498 -2.810 -1.920  0.067
C 0.079 -0.164 0.390  -0.457
H 1.322 0.122 2.166  0.078
N -1.271 -0.631 0.096  -0.018
H -0.377 0.142 2.435  0.081
O -0.797 -2.200 -1.665  -0.084
H 1.695 2.650 -0.773  0.069
C 0.228 1.281 0.005  -0.247

SMILES	CC[C@@H](C)NCO
spin multiplicity	1
E_tot	-328.2799	Eh
energy relative to the best compared isomer or geometry (same formula, charge and spin)	102.1	kJ/mol
max |F|	1.7	eV/A
LUMO	0.9853	eV
orbital gap	10.2	eV

***

A 2-piece molecular cluster, C5H13NO overall in a non-equilibrium geometry. Source: OMol25; level of theory: ωB97M-V/def2-TZVPD.

Last column: Löwdin charge in e.
Geometry (Å):
H -0.780 -0.035 0.031  0.108
H 1.464 3.012 -1.181  0.070
H -0.308 -1.016 2.009  0.090
H 1.479 0.574 -0.616  0.095
H -0.766 1.500 1.039  0.101
C 1.615 -0.894 1.280  -0.219
C 1.663 -2.238 1.286  0.010
H 0.068 2.265 -1.961  0.071
C -0.192 0.697 0.595  -0.226
H 2.510 -0.277 1.320  0.103
N 0.875 1.265 -0.192  -0.158
O -3.709 -1.486 -3.036  -0.056
C 0.390 -0.202 1.795  -0.189
C 0.555 2.434 -0.995  -0.132
H 2.396 -2.857 0.791  0.047
H -4.021 -1.973 -3.809  0.035
H -0.053 3.045 -0.322  0.073
H 0.463 0.428 2.687  0.104
H 0.824 -2.746 1.749  0.051
H -4.473 -1.496 -2.469  0.020

SMILES	C=CCCNC.O
spin multiplicity	1
E_tot	-328.2295	Eh
energy relative to the best compared isomer or geometry (same formula, charge and spin)	234.5	kJ/mol
max |F|	2.6	eV/A
LUMO	0.9334	eV
orbital gap	9.1	eV

***

A 2-piece molecular cluster, C5H13NO overall in a non-equilibrium geometry. Source: OMol25; level of theory: ωB97M-V/def2-TZVPD.

Last column: Löwdin charge in e.
Geometry (Å):
H 1.247 -0.559 -3.332  0.111
H 1.964 1.875 -0.156  0.097
H -1.689 -2.595 1.828  0.087
H 0.329 0.841 1.584  0.049
H 0.402 2.008 -0.894  0.119
C 1.749 0.544 -1.731  -0.623
H -0.429 -1.812 2.567  0.078
H 0.712 1.233 -3.185  0.076
C 0.739 0.266 -2.752  -0.025
H -0.827 0.455 2.923  0.081
O 2.827 -0.002 -1.665  0.054
H -1.236 1.577 1.598  0.089
N 1.293 1.477 -0.794  0.124
C -0.709 0.582 1.828  -0.179
H -2.427 -0.581 1.397  0.103
H -0.108 -2.202 0.722  0.065
C -1.344 -0.502 1.065  -0.367
H -0.182 -0.243 -2.429  0.085
C -0.825 -1.900 1.500  -0.134
H -1.487 -0.463 -0.074  0.110

SMILES	CC(N)=O.CCC
spin multiplicity	1
E_tot	-328.2672	Eh
energy relative to the best compared isomer or geometry (same formula, charge and spin)	135.7	kJ/mol
max |F|	3.9	eV/A
LUMO	0.7769	eV
orbital gap	10.7	eV

***

One molecule with the formula C5H13NO in a non-equilibrium geometry. Source: OMol25; level of theory: ωB97M-V/def2-TZVPD.

Last column: Löwdin charge in e.
Geometry (Å):
C 3.319 0.330 0.398  -0.101
H -0.463 0.277 -1.432  0.155
H 0.715 -0.543 1.165  0.101
C -0.616 0.192 -0.290  -0.338
H 0.679 1.061 1.203  0.057
H 1.970 1.302 -0.881  0.066
C 1.944 0.425 -0.360  -0.237
H -3.030 -0.505 -0.571  -0.009
H 3.035 -0.218 1.311  0.069
H 4.162 -0.267 -0.065  0.080
H -1.212 -1.561 1.132  0.122
H 3.775 1.291 0.460  0.046
H 2.028 -0.444 -1.053  0.117
O -2.595 -1.250 -0.428  -0.055
N -1.615 1.184 0.127  0.017
H -1.301 1.720 0.945  0.081
C 0.702 0.340 0.528  -0.181
H -0.683 -2.054 -0.763  0.162
H -1.942 1.706 -0.681  0.075
C -1.293 -1.296 0.018  -0.227

SMILES	CCC[C@H](N)CO
spin multiplicity	1
E_tot	-328.2144	Eh
energy relative to the best compared isomer or geometry (same formula, charge and spin)	274.2	kJ/mol
max |F|	7.2	eV/A
LUMO	1.0236	eV
orbital gap	10.1	eV

***

A 2-piece molecular cluster, C5H13NO overall in a non-equilibrium geometry. Source: OMol25; level of theory: ωB97M-V/def2-TZVPD.

Last column: Löwdin charge in e.
Geometry (Å):
H 4.658 0.268 0.912  0.061
H 1.134 -0.307 -2.086  0.138
H 0.607 1.386 0.770  0.055
C -2.529 0.236 -0.137  -0.077
C -0.085 -0.672 -0.449  -0.341
H -2.830 1.264 -0.516  0.096
N 1.268 -0.473 -0.978  0.006
H 0.194 -2.893 -0.473  0.081
C -0.570 -2.133 -0.709  -0.047
O 3.952 0.626 1.522  -0.097
H -1.479 -2.153 -0.034  0.083
H -0.728 1.244 2.047  0.088
H -0.883 -2.142 -1.715  0.048
H -2.919 -0.398 -0.889  0.039
H -0.808 2.482 0.635  0.087
C -0.511 1.416 0.958  -0.085
H 1.554 0.525 -0.788  0.059
C -0.965 0.296 -0.013  -0.293
H 3.953 1.544 1.182  0.034
H -3.013 -0.119 0.760  0.065

SMILES	CC(C)=C(C)N.O
spin multiplicity	1
E_tot	-328.2106	Eh
energy relative to the best compared isomer or geometry (same formula, charge and spin)	284.2	kJ/mol
max |F|	3.2	eV/A
LUMO	0.7267	eV
orbital gap	8.5	eV

***

An isolated ion of composition C5H13NO and charge +1 in a non-equilibrium geometry. Source: OMol25; level of theory: ωB97M-V/def2-TZVPD.

Last column: Löwdin spin population.
Geometry (Å):
H 3.397 0.655 -1.298  0.029
H 1.063 0.464 0.708  0.021
H 1.671 -1.219 0.493  0.049
H -0.598 1.130 1.858  0.002
H -0.626 -1.543 -0.837  0.000
H -0.436 -1.914 0.920  -0.001
C -1.508 -0.035 0.349  0.005
H 2.287 1.367 -2.477  0.002
C -0.415 -1.137 0.162  0.011
C 2.349 0.951 -1.481  0.074
H -1.338 0.765 -0.387  0.000
C -1.514 0.543 1.746  0.003
H 0.770 -0.271 -1.915  0.019
H -2.418 1.171 1.744  0.000
C 0.966 -0.440 0.111  0.093
H 2.092 1.642 -0.679  0.024
O -2.802 -0.497 0.025  0.006
H -2.858 -1.322 -0.460  0.000
N 1.519 -0.234 -1.212  0.662
H -1.601 -0.075 2.629  0.000

total charge	+1
spin multiplicity	2
E_tot	-327.9465	Eh
energy relative to the best compared isomer or geometry (same formula, charge and spin)	180.7	kJ/mol
expectation value of S²	0.75
max |F|	3.8	eV/A
LUMO (spin up / spin down)	-3.1704 / -8.1978	eV
orbital gap (spin up / spin down)	10.8 / 5.8	eV

***

A 2-piece molecular cluster, C5H13NO overall in a non-equilibrium geometry. Source: OMol25; level of theory: ωB97M-V/def2-TZVPD.

Last column: Löwdin spin population.
Geometry (Å):
N 0.125 1.225 1.139  0.040
H -0.474 1.948 -3.288  0.000
C -0.283 1.296 -2.401  0.000
O -1.650 0.556 2.311  0.772
H 1.970 -1.144 1.460  0.001
H -0.157 -1.487 0.564  0.008
H -0.268 -0.720 -1.799  0.000
H -1.433 -0.517 -3.246  0.000
C 1.229 -1.226 2.322  0.015
H 0.826 0.875 0.477  0.003
H 0.185 -0.483 -3.606  0.000
C -0.130 -1.114 1.627  0.067
C -0.424 -0.187 -2.752  0.000
H 1.375 -2.175 2.777  0.003
H 0.626 1.697 -2.208  0.000
H -0.849 -1.772 2.156  0.000
H 1.286 -0.600 3.334  0.003
C -0.643 0.244 1.668  0.086
H -1.073 1.462 -1.580  0.000
H -0.238 2.121 1.044  0.001

total charge	+1
spin multiplicity	2
E_tot	-327.9190	Eh
energy relative to the best compared isomer or geometry (same formula, charge and spin)	253.0	kJ/mol
expectation value of S²	0.76
max |F|	5.0	eV/A
LUMO (spin up / spin down)	-4.3758 / -9.1826	eV
orbital gap (spin up / spin down)	10.2 / 5.4	eV

***

A 2-piece molecular cluster, C5H13NO overall in a non-equilibrium geometry. Source: OMol25; level of theory: ωB97M-V/def2-TZVPD.

Last column: Löwdin spin population.
Geometry (Å):
H 1.098 0.697 -2.648  -0.001
H 0.011 0.206 2.056  0.005
H 2.035 2.195 -2.277  0.019
C 2.463 1.770 0.351  0.059
H -0.712 -0.887 0.947  -0.001
N -0.759 0.702 -0.870  0.197
H -1.688 0.665 -0.478  0.004
O -4.574 -4.013 1.643  0.000
H 2.559 1.332 1.345  0.005
H 2.298 2.833 0.518  0.018
C 0.184 -0.324 1.121  0.018
H -3.788 -3.892 1.114  0.000
H -0.667 0.796 -1.870  0.004
C 0.282 0.537 -0.102  0.150
H 2.812 0.660 -2.197  0.014
C 1.519 1.037 -0.563  0.431
H 3.403 1.574 -0.170  0.011
H -4.483 -3.466 2.426  0.000
C 1.850 1.149 -2.015  0.058
H 1.018 -1.006 1.191  0.006

total charge	+1
spin multiplicity	2
E_tot	-327.9971	Eh
energy relative to the best compared isomer or geometry (same formula, charge and spin)	47.9	kJ/mol
expectation value of S²	0.76
max |F|	1.9	eV/A
LUMO (spin up / spin down)	-4.0264 / -5.9744	eV
orbital gap (spin up / spin down)	9.4 / 7.7	eV

***

A 2-piece molecular cluster, C5H13NO overall in a non-equilibrium geometry. Source: OMol25; level of theory: ωB97M-V/def2-TZVPD.

Last column: Löwdin spin population.
Geometry (Å):
C -0.252 -0.048 -1.357  0.421
H -2.423 -1.941 1.700  0.001
N -0.839 -1.194 0.610  0.250
H 0.584 1.813 0.433  0.000
C 0.417 0.978 -2.193  0.070
H 0.868 1.757 -1.594  0.000
C -0.253 -0.152 0.036  0.133
O 3.168 -0.631 0.014  0.003
H -0.955 1.392 1.157  0.003
H 0.438 0.768 1.902  0.004
H -1.130 -1.248 2.687  0.007
H -2.222 -0.148 1.862  0.009
H -0.315 1.420 -2.865  0.016
C -1.730 -1.117 1.781  0.029
H 1.162 0.458 -2.800  0.027
H 2.234 -0.813 0.101  0.001
H -0.871 -0.742 -1.926  0.013
H 3.307 0.241 -0.367  0.000
H -1.232 -1.806 -0.101  0.004
C 0.046 1.011 0.918  0.011

total charge	+1
spin multiplicity	2
E_tot	-327.9925	Eh
energy relative to the best compared isomer or geometry (same formula, charge and spin)	60.0	kJ/mol
expectation value of S²	0.76
max |F|	2.1	eV/A
LUMO (spin up / spin down)	-3.5738 / -6.9162	eV
orbital gap (spin up / spin down)	10.7 / 7.9	eV

***

A 3-piece molecular cluster, C5H13NO2 overall in a non-equilibrium geometry. Source: OMol25; level of theory: ωB97M-V/def2-TZVPD.

Last column: Löwdin spin population.
Geometry (Å):
H 2.763 0.814 -1.137  0.039
C 0.061 -1.027 -0.776  0.108
H -1.870 -2.126 -0.950  0.005
H -2.080 0.349 -1.660  0.003
H 1.131 -1.299 -0.715  0.018
N -1.349 0.866 -1.211  0.038
C 0.776 1.350 -0.299  0.230
H 2.687 -0.245 2.606  0.010
H -1.863 0.458 2.586  0.002
C -0.801 -2.112 -1.228  0.040
H -1.417 1.846 -0.991  0.011
C 2.160 1.262 -0.352  0.314
H 2.758 1.876 0.293  0.030
H -0.308 -3.071 -1.000  0.002
H -0.947 -2.178 -2.331  0.013
H -2.437 0.027 1.187  0.003
H 0.260 2.068 0.362  0.016
H 1.356 0.073 1.819  0.007
C -0.104 0.310 -0.838  0.071
O 1.830 0.220 2.651  0.030
O -2.605 0.539 1.983  0.008

total charge	-1
spin multiplicity	2
E_tot	-403.4585	Eh
energy relative to the best compared isomer or geometry (same formula, charge and spin)	218.9	kJ/mol
expectation value of S²	0.76
max |F|	2.6	eV/A
LUMO (spin up / spin down)	3.9597 / 3.7829	eV
orbital gap (spin up / spin down)	3.7 / 6.9	eV